No. 1
ORCA calculation (wB97M-V/def2-TZVPD) on C19H34AlBeBr2Cl2F3I2N4NaO6S2 as an isolated structure.

The HOMO energy is -8.80 eV. The largest force on an atom comes out at 0.0821 Eh/bohr. The LUMO energy is -0.2463 hartree.

```
! RIJCOSX wB97M-V def2-TZVPD def2/J DEFGRID3
* xyz 1 1
C -1.769 3.730 1.804
C -1.227 2.331 2.064
S -1.855 1.233 0.746
C -0.560 -0.015 0.483
C -0.297 -0.161 -1.024
N 0.141 1.139 -1.515
N -0.783 1.801 -2.415
C -0.114 2.222 -3.372
S 0.834 2.579 -4.531
C 0.843 -1.165 -1.391
C 0.519 -1.684 -2.809
N 1.032 -3.054 -3.101
C 0.838 -2.309 -0.372
C -0.520 -3.025 -0.349
C -0.931 -3.416 1.048
F -0.378 -4.480 -1.106
O 2.071 -0.416 -1.379
C 3.126 -1.067 -1.932
F 3.317 -0.705 -3.244
C 4.348 -0.811 -1.095
I 4.694 -2.468 0.214
C 5.102 0.271 -1.099
C 6.273 0.432 -0.181
I 4.703 1.968 -2.429
H -2.793 3.721 1.441
H -1.718 4.303 2.728
H -1.146 4.239 1.071
H -1.624 1.951 2.999
H -0.143 2.283 2.061
H 0.329 0.259 1.057
H -0.962 -0.916 0.926
H -1.228 -0.506 -1.498
H 0.421 1.752 -0.764
H 0.920 -1.007 -3.559
H -0.559 -1.689 -2.947
H 1.709 -2.980 -3.847
H 0.288 -3.672 -3.383
H 1.599 -3.062 -0.602
H 1.123 -1.921 0.603
H -1.344 -2.417 -0.911
H -0.525 -4.388 1.324
H -0.549 -2.680 1.747
H -2.014 -3.379 1.123
H 2.963 -2.152 -1.968
H 6.925 1.241 -0.496
H 6.875 -0.475 -0.173
H 5.949 0.620 0.842
Al 3.666 -4.323 -1.724
C -5.971 1.056 0.414
O -5.403 2.010 -0.473
H -7.042 1.028 0.229
H -5.552 0.063 0.234
H -5.799 1.340 1.457
H -4.458 2.030 -0.305
C -2.169 4.035 5.977
C -1.106 3.958 7.067
C 0.323 3.974 6.508
C 0.552 2.831 5.625
N 0.729 1.936 4.928
H -2.121 3.172 5.311
H -3.165 4.051 6.417
H -2.051 4.939 5.377
H -1.257 3.051 7.654
H -1.225 4.802 7.747
H 1.050 3.932 7.319
H 0.501 4.890 5.943
F -2.281 -1.722 -1.692
O -2.927 -5.310 -4.114
Cl -1.855 -5.907 -4.794
O -1.543 -7.185 -4.264
O -0.709 -5.068 -4.816
O -2.339 -6.085 -6.265
Cl -1.484 -5.937 -7.872
Be 6.291 3.303 -4.128
Br 1.768 5.291 -4.557
Br -0.211 -6.199 -1.784
Na 1.884 3.990 -2.210
*
```

No. 2
ORCA calculation (wB97M-V/def2-TZVPD) on C10H30FKO5 as an isolated structure.

The HOMO energy is -6.43 eV. The largest force on an atom comes out at 0.0644 Eh/bohr. The energy above the lowest of the compared OMol25 structures with the same formula, charge and spin comes out at 136.3 kcal per mole. The LUMO energy is -0.0443 hartree.

```
! RIJCOSX wB97M-V def2-TZVPD def2/J DEFGRID3
* xyz 0 1
K -0.027 0.380 0.610
F 3.013 2.937 2.528
C 1.302 0.317 -5.479
C 2.363 1.216 -4.888
O 2.392 1.222 -3.525
H 1.293 0.403 -6.565
H 0.337 0.577 -5.044
H 1.626 -0.696 -5.241
H 2.298 2.253 -5.216
H 3.321 0.790 -5.187
H 3.043 1.855 -3.211
C 4.468 -3.878 3.870
C 4.580 -2.472 3.400
O 3.312 -1.748 3.575
H 5.382 -4.442 3.686
H 3.729 -4.431 3.291
H 4.112 -3.962 4.896
H 4.850 -2.427 2.345
H 5.442 -2.152 3.986
H 3.590 -0.846 3.753
C -1.630 -5.025 6.026
C -1.934 -3.679 5.316
O -1.410 -3.752 3.991
H -2.158 -5.886 5.616
H -1.890 -4.968 7.083
H -0.613 -5.334 5.782
H -1.414 -2.892 5.863
H -3.011 -3.507 5.315
H -0.467 -3.617 4.105
C -4.960 0.901 -2.784
C -5.045 -0.593 -2.339
O -3.863 -1.180 -1.983
H -5.920 1.200 -3.205
H -4.325 1.049 -3.657
H -4.722 1.533 -1.928
H -5.398 -1.166 -3.197
H -5.858 -0.577 -1.613
H -3.634 -1.948 -2.513
C -0.967 6.279 -2.577
C 0.255 6.120 -1.724
O 0.018 5.217 -0.681
H -0.857 7.017 -3.372
H -1.731 6.765 -1.970
H -1.340 5.370 -3.049
H 0.683 7.083 -1.445
H 0.945 5.688 -2.449
H 0.821 5.006 -0.199
*
```

No. 3
ORCA calculation (wB97M-V/def2-TZVPD) on C33H41EuNO7PS3 as an isolated structure.

The HOMO energy (alpha / beta) is -6.41 / -6.51 eV. The largest force on an atom comes out at 0.0589 Eh/bohr. The energy above the lowest of the compared OMol25 structures with the same formula, charge and spin comes out at 0.0 kcal per mole. The LUMO energy (alpha / beta) is -0.0074 / -0.0063 hartree.

```
! RIJCOSX wB97M-V def2-TZVPD def2/J DEFGRID3
* xyz 0 7
Eu -1.452 0.694 1.060
O -3.664 1.725 2.037
S -2.560 2.002 2.991
O -2.885 2.762 4.157
O -1.509 2.679 2.124
O -1.960 0.656 3.267
O -4.201 -0.865 1.542
N -2.914 -1.407 1.490
C -3.027 -2.664 1.566
C -1.962 -3.671 1.483
C -2.389 -4.978 1.765
C -1.538 -6.061 1.745
C -0.200 -5.871 1.422
C 0.240 -4.599 1.130
C -0.608 -3.479 1.159
P 0.065 -1.876 0.640
C 1.808 -2.000 1.228
C 2.908 -1.724 0.429
C 4.193 -1.746 0.962
C 4.394 -2.043 2.299
C 3.299 -2.323 3.107
C 2.022 -2.298 2.573
C 0.283 -2.048 -1.177
C 0.723 -0.928 -1.882
C 0.925 -0.986 -3.253
C 0.658 -2.162 -3.940
C 0.196 -3.274 -3.250
C 0.013 -3.220 -1.876
H -4.087 0.081 1.788
H -4.039 -3.027 1.720
H -3.435 -5.124 2.009
H -1.912 -7.050 1.973
H 0.487 -6.706 1.393
H 1.279 -4.464 0.859
H 2.778 -1.505 -0.621
H 5.039 -1.536 0.320
H 5.395 -2.063 2.711
H 3.443 -2.567 4.153
H 1.169 -2.539 3.198
H 0.902 0.007 -1.360
H 1.268 -0.108 -3.785
H 0.799 -2.209 -5.012
H -0.027 -4.189 -3.783
H -0.352 -4.093 -1.349
C 3.455 5.082 -4.927
C 2.571 4.648 -3.789
C 2.798 3.451 -3.120
C 1.982 3.041 -2.072
C 0.928 3.853 -1.696
C 0.663 5.046 -2.356
C 1.492 5.438 -3.392
S -0.118 3.366 -0.347
C 0.753 4.225 0.959
O 0.217 1.887 -0.141
H 4.271 4.379 -5.085
H 3.887 6.064 -4.731
H 2.889 5.155 -5.857
H 3.628 2.822 -3.423
H 2.155 2.106 -1.557
H -0.184 5.658 -2.070
H 1.291 6.367 -3.912
H 1.655 3.639 1.140
H 0.111 4.251 1.834
H 0.998 5.222 0.599
C -3.522 0.534 -3.450
C -2.713 -0.008 -2.258
C -3.221 -1.397 -1.903
C -2.794 0.965 -1.090
H -3.453 -0.142 -4.314
H -3.166 1.517 -3.760
H -4.576 0.627 -3.177
H -1.675 -0.091 -2.594
H -4.257 -1.345 -1.555
H -2.636 -1.853 -1.105
H -3.180 -2.064 -2.770
H -3.801 1.010 -0.657
H -2.480 1.980 -1.367
C 0.602 -0.099 5.009
S 1.367 0.933 3.776
C 0.681 2.454 4.397
O 0.715 0.691 2.447
H 0.844 0.312 5.990
H 1.022 -1.095 4.916
H -0.468 -0.093 4.828
H 1.067 2.580 5.407
H -0.409 2.424 4.396
H 1.047 3.257 3.761
*
```

No. 4
ORCA calculation (wB97M-V/def2-TZVPD) on C22H35MnNPS4SbSi as an isolated structure.

The HOMO energy (alpha / beta) is -3.80 / -3.96 eV. The largest force on an atom comes out at 0.0041 Eh/bohr. The energy above the lowest of the compared OMol25 structures with the same formula, charge and spin comes out at 1.2 kcal per mole. The LUMO energy (alpha / beta) is 0.0691 / 0.0852 hartree.

```
! RIJCOSX wB97M-V def2-TZVPD def2/J DEFGRID3
* xyz -1 5
Mn 1.078 -2.098 1.055
S 5.575 -2.180 2.830
Sb 3.787 -3.559 2.548
S 2.937 -3.083 0.256
S 1.704 -2.299 3.209
C -5.645 -2.014 -1.218
Si -3.832 -2.496 -1.358
C -3.704 -4.360 -1.297
C -3.187 -1.842 -2.990
C -2.933 -1.732 0.107
C -3.593 -0.958 1.052
C -2.929 -0.417 2.152
C -1.584 -0.687 2.290
N -0.924 -1.417 1.395
C -1.553 -1.929 0.321
S -0.455 -2.796 -0.714
H -6.202 -2.437 -2.057
H -5.780 -0.930 -1.246
H -6.099 -2.390 -0.298
H -4.300 -4.811 -2.095
H -4.070 -4.741 -0.341
H -2.668 -4.682 -1.412
H -3.645 -2.387 -3.820
H -2.105 -1.959 -3.058
H -3.430 -0.785 -3.115
H -4.653 -0.762 0.936
H -3.444 0.186 2.885
H -1.001 -0.325 3.129
C 4.094 0.388 -1.049
C 2.640 0.819 -1.273
C 2.021 -0.158 -2.283
C 2.596 2.226 -1.871
P 1.674 0.638 0.339
C 0.146 1.600 -0.053
C -0.848 0.913 -0.755
C -2.038 1.528 -1.117
C -2.276 2.848 -0.770
C -1.310 3.544 -0.060
C -0.117 2.928 0.290
C 2.549 1.563 1.719
C 3.098 2.960 1.409
C 1.560 1.598 2.897
C 3.726 0.697 2.191
H 4.576 0.280 -2.026
H 4.162 -0.574 -0.536
H 4.658 1.129 -0.485
H 2.620 -0.134 -3.199
H 1.001 0.118 -2.551
H 2.022 -1.181 -1.904
H 3.176 2.232 -2.799
H 3.026 2.976 -1.206
H 1.576 2.528 -2.112
H -0.697 -0.129 -1.010
H -2.786 0.961 -1.655
H -3.209 3.328 -1.042
H -1.480 4.575 0.226
H 0.608 3.503 0.842
H 2.374 3.659 0.994
H 3.937 2.901 0.715
H 3.482 3.390 2.340
H 0.644 2.151 2.696
H 2.058 2.061 3.754
H 1.301 0.576 3.187
H 4.538 0.635 1.472
H 3.421 -0.320 2.427
H 4.133 1.134 3.108
*
```

No. 5
ORCA calculation (wB97M-V/def2-TZVPD) on a 3-piece molecular cluster, C18H41N2O9PS4 overall.

The HOMO energy is -7.78 eV. The largest force on an atom comes out at 0.0485 Eh/bohr. The LUMO energy is -0.0063 hartree.

```
! RIJCOSX wB97M-V def2-TZVPD def2/J DEFGRID3
* xyz 0 1
C 5.557 -0.803 1.960
O 5.993 0.352 1.231
C 5.284 1.478 1.759
N 3.818 1.284 1.568
C 3.491 1.943 0.292
C 2.370 1.190 -0.520
C 1.870 2.210 -1.589
O 1.217 1.605 -2.718
O 0.041 2.349 -2.990
O 1.373 0.717 0.346
C 0.415 -0.125 -0.316
C -0.060 -1.333 0.564
C -1.636 -1.398 0.434
C -2.373 -0.695 1.627
S -1.440 0.747 2.298
C -2.633 1.906 3.051
S -2.969 1.742 4.673
N -3.322 2.946 2.334
C -2.516 3.522 1.262
C -2.590 2.766 -0.111
O -3.433 1.622 -0.117
C -4.702 1.906 0.440
C -4.657 2.536 1.884
P 3.070 2.159 2.916
O 1.423 1.831 2.938
O 3.609 1.398 4.342
H 4.728 -1.265 1.382
H 6.395 -1.518 2.096
H 5.175 -0.575 2.976
H 5.565 1.553 2.829
H 5.639 2.414 1.278
H 3.040 2.945 0.541
H 4.347 2.034 -0.395
H 2.892 0.370 -1.069
H 1.277 3.008 -1.102
H 2.786 2.718 -1.984
H -0.570 2.289 -2.237
H 0.824 -0.515 -1.271
H -0.462 0.517 -0.576
H 0.290 -2.260 0.053
H 0.280 -1.299 1.612
H -1.956 -2.461 0.432
H -1.958 -0.990 -0.548
H -3.368 -0.394 1.235
H -2.547 -1.396 2.464
H -2.867 4.565 1.087
H -1.452 3.628 1.553
H -1.585 2.398 -0.416
H -2.928 3.444 -0.934
H -5.332 2.535 -0.233
H -5.239 0.936 0.521
H -5.304 3.442 1.865
H -5.074 1.819 2.612
H 0.962 2.254 2.208
H 3.032 1.791 5.007
C -2.000 0.758 -4.764
S -2.888 -0.546 -3.901
O -2.166 -0.784 -2.615
C -2.422 -1.875 -5.027
H -2.123 1.680 -4.202
H -0.941 0.506 -4.819
H -2.410 0.885 -5.767
H -1.335 -1.956 -5.073
H -2.828 -1.669 -6.018
H -2.841 -2.806 -4.649
C 1.970 -5.371 -0.492
S 0.171 -5.260 -0.534
O -0.244 -4.382 0.594
C -0.129 -6.964 -0.027
H 2.379 -4.393 -0.742
H 2.299 -5.659 0.506
H 2.305 -6.103 -1.227
H 0.338 -7.149 0.941
H 0.277 -7.643 -0.778
H -1.204 -7.113 0.053
*
```

No. 6
ORCA calculation (wB97M-V/def2-TZVPD) on a 2-piece molecular cluster, C3H3O3S overall.

The HOMO energy is -2.68 eV. The largest force on an atom comes out at 0.0917 Eh/bohr. The energy above the lowest of the compared OMol25 structures with the same formula, charge and spin comes out at 37.5 kcal per mole. The LUMO energy is 0.1365 hartree.

```
! RIJCOSX wB97M-V def2-TZVPD def2/J DEFGRID3
* xyz -1 1
C 2.551 -0.548 -0.114
C 0.482 0.211 -0.218
C -1.880 0.019 0.147
O 2.781 -0.719 1.045
O 2.817 -0.638 -1.223
O -0.558 -0.555 0.111
S 0.458 1.859 -0.276
H -2.081 0.896 -0.404
H -2.097 0.156 1.152
H -2.472 -0.681 -0.220
*
```

No. 7
ORCA calculation (wB97M-V/def2-TZVPD) on a 2-piece molecular cluster, C21H29ClN3O6 overall.

The HOMO energy is -2.48 eV. The largest force on an atom comes out at 0.0817 Eh/bohr. The energy above the lowest of the compared OMol25 structures with the same formula, charge and spin comes out at 0.0 kcal per mole. The LUMO energy is 0.0401 hartree.

```
! RIJCOSX wB97M-V def2-TZVPD def2/J DEFGRID3
* xyz -1 1
C -3.948 0.970 0.710
C -3.770 1.810 -0.562
C -3.926 0.955 -1.826
C -4.784 2.963 -0.574
O -2.452 2.409 -0.569
C -1.426 1.509 -0.551
N -0.147 2.036 -0.609
N 0.786 1.255 -0.674
C 2.052 1.836 -0.629
O 2.489 2.414 -1.598
O 2.703 1.723 0.564
C 3.991 2.379 0.599
C 3.806 3.887 0.378
C 4.899 1.765 -0.473
C 4.574 2.123 1.995
O -1.576 0.312 -0.480
H -3.783 1.582 1.595
H -4.940 0.524 0.761
H -3.219 0.163 0.728
H -3.765 1.563 -2.715
H -3.178 0.163 -1.830
H -4.910 0.494 -1.881
H -4.633 3.582 -1.457
H -5.808 2.594 -0.576
H -4.642 3.591 0.305
H 3.138 4.304 1.130
H 4.758 4.414 0.420
H 3.360 4.071 -0.597
H 4.976 0.689 -0.331
H 4.477 1.938 -1.461
H 5.895 2.203 -0.453
H 4.659 1.051 2.168
H 5.558 2.576 2.104
H 3.912 2.536 2.755
C 3.131 -0.671 -4.024
C 1.912 -1.198 -3.302
O 2.240 -2.315 -2.480
C 1.098 -2.968 -1.955
C 0.834 -2.680 -0.570
N -0.168 -3.164 0.101
C -0.368 -2.738 1.336
C -1.401 -3.203 2.161
C -1.521 -2.735 3.488
C -2.519 -3.199 4.296
C -3.433 -4.137 3.813
Cl -4.680 -4.706 4.828
C -3.328 -4.610 2.503
C -2.330 -4.154 1.689
O 0.349 -3.677 -2.618
H 2.912 0.232 -4.596
H 3.920 -0.436 -3.308
H 3.525 -1.424 -4.709
H 1.480 -0.443 -2.628
H 1.119 -1.508 -3.999
H 1.478 -1.962 -0.092
H 0.308 -1.990 1.716
H -0.809 -2.014 3.849
H -2.608 -2.848 5.308
H -4.040 -5.334 2.147
H -2.232 -4.506 0.677
*
```

No. 8
ORCA calculation (wB97M-V/def2-TZVPD) on one molecule with the formula C5H3N3O5.

Its structure (SMILES) is C=C/N=C(\O[N+]([O-])=C=C=O)[N+](=O)[O-]. The HOMO energy is -9.94 eV. The largest force on an atom comes out at 0.0336 Eh/bohr. The energy above the lowest of the compared OMol25 structures with the same formula, charge and spin comes out at 227.2 kcal per mole. The LUMO energy is -0.0655 hartree.

```
! RIJCOSX wB97M-V def2-TZVPD def2/J DEFGRID3
* xyz 0 1
C 1.086 1.436 1.238
C -0.438 -1.941 -0.222
C -0.450 0.485 -0.262
C -0.949 -2.734 0.628
C 2.070 1.884 0.461
N -0.160 1.098 0.795
N 0.110 -1.556 -1.296
N -1.907 0.380 -0.566
O -1.432 -3.294 1.518
O 0.337 -0.016 -1.208
O 0.516 -2.042 -2.289
O -2.672 0.860 0.221
O -2.187 -0.176 -1.605
H 1.148 1.407 2.319
H 2.999 2.235 0.871
H 1.929 1.975 -0.602
*
```

Question: Which of these has the highest largest force on an atom?
Answer: C3H3O3S

Question: largest force on an atom of number 2 (C10H30FKO5)?
Answer: 0.0644 Eh/bohr